Entry from OMol25: one molecule with the formula C16H27N3O3 at a distorted geometry (the ωB97M-V functional and the def2-TZVPD basis).

Atoms and positions in Å:
N1 0.985 0.943 1.879
O1 0.944 0.210 3.069
O2 4.725 -3.362 3.275
O3 0.115 0.419 -0.367
C1 0.431 0.131 0.992
C2 0.351 -1.191 1.384
C3 0.629 -1.084 2.775
N2 2.094 -2.932 3.846
N3 -1.924 2.880 -3.226
C4 0.738 -2.235 3.811
C5 4.425 -2.975 4.594
C6 3.781 -4.356 2.781
C7 0.837 1.443 -0.982
C8 3.207 -2.072 4.442
C9 2.556 -3.484 2.546
C10 -1.338 2.384 -1.934
C11 -3.026 3.800 -3.017
C12 -2.125 1.905 -4.364
C13 0.109 2.023 -2.213
C14 -4.270 2.939 -2.749
C15 -3.281 0.916 -4.002
C16 -4.521 1.768 -3.811
H1 0.234 -2.127 0.812
H2 0.634 -1.760 4.797
H3 0.011 -3.006 3.657
H4 4.126 -3.874 5.182
H5 5.327 -2.517 5.047
H6 4.166 -4.596 1.785
H7 3.700 -5.181 3.442
H8 0.984 2.232 -0.248
H9 1.761 1.054 -1.363
H10 3.105 -1.733 5.524
H11 3.413 -1.092 3.866
H12 2.911 -2.735 1.870
H13 1.876 -4.079 1.957
H14 -1.263 3.142 -1.129
H15 -1.890 1.429 -1.650
H16 -2.804 4.566 -2.246
H17 -3.096 4.351 -3.963
H18 -2.408 2.541 -5.215
H19 -1.191 1.350 -4.657
H20 0.252 1.255 -2.898
H21 0.556 2.961 -2.541
H22 -5.083 3.672 -2.737
H23 -4.222 2.472 -1.742
H24 -3.305 0.132 -4.811
H25 -3.029 0.254 -3.199
H26 -4.896 2.182 -4.816
H27 -5.309 1.037 -3.450

Summary:
**Relative energy (zero: lowest compared OMol25 entry of this formula, charge and spin)**: 183.6 kcal/mol
**E_LUMO**: 0.808 eV